# 1
{"formula": "C4H7NOS", "method": "ωB97M-V/def2-TZVPD", "smiles": "C=C(C)C(=O)SN", "energy_ev": -18632.416, "e_above_lowest_ev": 2.134, "gap_ha": 0.3407, "species": ["C", "C", "C", "C", "O", "S", "N", "H", "H", "H", "H", "H", "H", "H"], "coordinates": [[-1.09, -0.44, -1.77], [-0.46, 0.18, -0.73], [-0.16, 1.64, -0.73], [0.06, -0.65, 0.34], [-0.33, -1.81, 0.67], [1.32, 0.22, 1.26], [1.40, -0.94, 2.53], [-1.56, 0.14, -2.54], [-0.94, -1.54, -1.74], [0.87, 1.59, -1.41], [-0.86, 2.09, -1.36], [-0.04, 2.15, 0.16], [1.22, -1.98, 2.19], [0.58, -0.67, 3.12]]}

# 2
{"formula": "C7H7CuN5O4", "method": "ωB97M-V/def2-TZVPD", "energy_ev": -67628.690, "e_above_lowest_ev": 0.000, "multiplicity": 2, "total_charge": 2, "gap_ha": [0.2772, 0.1216], "species": ["Cu", "O", "C", "C", "O", "C", "O", "C", "O", "C", "H", "H", "C", "H", "H", "N", "N", "N", "C", "N", "N", "H", "H", "H"], "coordinates": [[1.09, 1.31, 0.28], [-0.36, 3.72, -0.74], [0.34, 2.77, -0.61], [-0.03, -1.68, -0.40], [0.02, -2.82, -0.34], [2.36, 0.34, -0.67], [3.32, -0.31, -0.79], [-1.71, 0.40, -0.12], [-2.82, 0.23, 0.14], [-0.09, 0.95, -4.37], [-0.97, 1.54, -4.12], [0.82, 1.52, -4.61], [-0.04, -0.40, -4.28], [0.85, -0.98, -4.50], [-0.96, -0.99, -4.20], [-1.27, -1.84, 3.95], [-0.52, -0.89, 3.25], [0.42, -0.27, 3.94], [1.07, 0.41, 2.97], [0.54, 0.19, 1.78], [-0.44, -0.75, 1.93], [-2.14, -1.99, 3.49], [-1.36, -1.55, 4.92], [1.90, 1.08, 3.11]]}

# 3
{"formula": "C4H3O6Sm", "method": "ωB97M-V/def2-TZVPD", "energy_ev": -34377.405, "e_above_lowest_ev": 0.000, "multiplicity": 7, "total_charge": 1, "gap_ha": [0.2148, 0.2192], "species": ["O", "C", "O", "C", "C", "O", "O", "H", "H", "Sm", "O", "C", "O", "H"], "coordinates": [[0.32, 2.13, 1.54], [0.20, 1.07, 1.02], [1.00, -1.08, 0.10], [0.77, -1.09, -1.20], [1.36, 0.14, 0.72], [0.81, -0.03, -1.88], [0.53, -2.20, -1.75], [2.09, 0.70, 0.12], [1.82, -0.13, 1.68], [0.43, -1.38, -4.09], [-3.17, 0.56, 0.97], [-2.10, 1.10, 1.44], [-1.05, 0.44, 0.91], [-3.01, -0.23, 0.42]]}

# 4
{"formula": "C3H25NO8S2", "method": "ωB97M-V/def2-TZVPD", "smiles": "C[C@@H](N)CSS.O.O.O.O.O.O.O.O", "energy_ev": -43058.471, "e_above_lowest_ev": 0.000, "gap_ha": 0.3265, "species": ["C", "C", "N", "C", "S", "S", "H", "H", "H", "H", "H", "H", "H", "H", "H", "O", "H", "H", "O", "H", "H", "O", "H", "H", "O", "H", "H", "O", "H", "H", "O", "H", "H", "O", "H", "H", "O", "H", "H"], "coordinates": [[-1.49, -1.66, -0.47], [-0.16, -1.03, -0.86], [-0.05, -0.79, -2.33], [0.01, 0.29, -0.12], [1.66, 1.02, -0.33], [1.75, 2.68, 0.80], [-1.53, -1.88, 0.59], [-2.37, -0.94, -0.61], [-1.70, -2.60, -1.03], [0.66, -1.71, -0.54], [-0.32, -1.58, -2.84], [-0.69, 0.01, -2.57], [-0.76, 1.04, -0.42], [-0.17, 0.12, 0.97], [1.80, 2.27, 2.07], [2.86, -1.70, -2.05], [3.39, -1.00, -2.11], [1.99, -1.33, -2.29], [-0.24, 2.49, -2.97], [0.26, 1.66, -2.85], [0.36, 3.22, -3.05], [-1.71, 0.10, 2.82], [-1.29, -0.70, 2.58], [-2.17, 0.48, 2.02], [2.67, -2.54, 0.49], [2.64, -2.24, -0.46], [3.56, -2.46, 0.79], [0.82, -1.73, 2.23], [1.47, -1.98, 1.56], [0.83, -2.46, 2.89], [-1.89, 2.98, -0.89], [-1.35, 2.86, -1.67], [-1.39, 3.60, -0.35], [-2.92, 1.01, 0.61], [-2.54, 1.74, -0.01], [-3.79, 1.33, 0.85], [0.87, 0.78, 3.25], [-0.12, 0.81, 3.29], [1.03, -0.15, 2.99]]}

# 5
{"formula": "C4H13N2", "method": "ωB97M-V/def2-TZVPD", "smiles": "NCCCC[NH3+]", "energy_ev": -7331.153, "e_above_lowest_ev": 2.335, "total_charge": 1, "gap_ha": 0.3344, "species": ["N", "C", "C", "C", "C", "N", "H", "H", "H", "H", "H", "H", "H", "H", "H", "H", "H", "H", "H"], "coordinates": [[-2.41, 0.99, 0.17], [-1.14, 1.28, 0.79], [-0.31, -0.02, 1.00], [-0.12, -1.19, -0.04], [0.75, -0.77, -1.27], [2.24, -0.56, -0.82], [-2.99, 1.09, 0.91], [-2.61, 1.81, -0.41], [-1.31, 1.73, 1.71], [-0.48, 1.90, 0.12], [0.68, 0.36, 1.26], [-0.86, -0.36, 1.96], [-1.06, -1.65, -0.36], [0.37, -1.97, 0.61], [0.55, 0.30, -1.59], [0.86, -1.43, -2.12], [2.32, -0.02, 0.17], [2.76, -1.48, -0.58], [2.77, -0.02, -1.50]]}

# 6
{"formula": "C4H6FNO", "method": "ωB97M-V/def2-TZVPD", "smiles": "O/C=C\\F.CC#N", "energy_ev": -10498.128, "e_above_lowest_ev": 2.026, "gap_ha": 0.3680, "species": ["O", "C", "C", "F", "H", "H", "H", "C", "C", "N", "H", "H", "H"], "coordinates": [[0.30, 2.70, -0.20], [-0.63, 1.87, -0.75], [-1.18, 0.82, -0.16], [-0.79, 0.55, 1.13], [0.88, 2.23, 0.38], [-1.11, 2.05, -1.77], [-1.99, 0.18, -0.31], [1.13, -1.54, 0.56], [0.08, -1.99, -0.30], [-0.80, -2.49, -0.84], [1.95, -2.29, 0.60], [0.82, -1.53, 1.51], [1.35, -0.58, 0.14]]}

# 7
{"formula": "C5H30N2O10", "method": "ωB97M-V/def2-TZVPD", "energy_ev": -29092.620, "multiplicity": 2, "total_charge": 3, "gap_ha": [0.2000, 0.1000], "species": ["O", "C", "C", "C", "C", "C", "N", "N", "H", "H", "H", "H", "H", "H", "H", "H", "H", "H", "H", "H", "H", "H", "O", "H", "H", "O", "H", "H", "O", "H", "H", "O", "H", "H", "O", "H", "H", "O", "H", "H", "O", "H", "H", "O", "H", "H", "O"], "coordinates": [[4.28, 1.23, -0.48], [3.32, 1.80, 0.13], [2.62, 0.86, 1.14], [1.65, 1.69, 1.96], [0.23, 2.08, 1.48], [-0.01, 2.11, 0.17], [-1.29, 2.72, -0.39], [1.99, -0.19, 0.26], [3.21, 2.74, -0.11], [3.26, 0.17, 1.67], [2.22, 2.53, 2.67], [1.33, 1.20, 2.88], [-0.49, 2.12, 2.27], [0.74, 1.94, -0.70], [-1.99, 2.71, 0.36], [-1.55, 2.32, -1.31], [-1.11, 3.72, -0.63], [2.73, -0.63, -0.43], [1.66, -0.90, 0.88], [1.06, 0.12, -0.26], [0.38, 1.22, -3.26], [0.61, 2.71, -3.28], [0.58, 2.00, -2.70], [-3.10, 0.81, -2.86], [-3.23, -0.27, -1.91], [-2.95, 0.61, -1.95], [-2.83, 5.23, 1.42], [-3.03, 5.29, -0.14], [-2.77, 4.72, 0.65], [1.12, -1.75, -2.88], [0.94, -2.15, -1.39], [1.11, -1.37, -1.95], [0.39, -4.33, 0.07], [0.95, -5.73, -0.14], [0.02, -5.17, -0.12], [0.27, -4.91, 2.06], [1.72, -5.29, 2.31], [1.32, -4.57, 2.17], [-3.72, -2.84, -1.63], [-2.28, -2.38, -2.15], [-3.07, -2.06, -1.69], [-0.30, -1.80, 1.56], [0.88, -2.90, 1.81], [0.65, -2.08, 1.40], [-2.84, -1.35, 1.69], [-2.46, -1.15, 0.28], [-2.18, -0.83, 1.10]]}

# 8
{"formula": "C27H41F5N5O4RbSTe", "method": "ωB97M-V/def2-TZVPD", "energy_ev": -76679.316, "e_above_lowest_ev": 0.450, "total_charge": -2, "gap_ha": 0.1867, "species": ["Rb", "C", "C", "N", "C", "C", "N", "C", "C", "N", "H", "H", "H", "H", "H", "H", "H", "H", "H", "H", "H", "H", "H", "H", "H", "N", "C", "C", "O", "O", "H", "H", "H", "H", "F", "C", "C", "F", "C", "F", "C", "S", "C", "F", "C", "F", "O", "H", "H", "C", "N", "C", "C", "C", "O", "H", "H", "H", "H", "H", "H", "H", "H", "H", "C", "C", "C", "C", "C", "C", "Te", "C", "C", "C", "H", "H", "H", "H", "H", "H", "H", "H", "H", "H", "H"], "coordinates": [[0.64, -0.55, -0.88], [-1.67, -3.80, -0.17], [-0.64, -3.88, -1.31], [-0.63, -2.71, -2.16], [-1.70, -2.49, -3.10], [-3.00, -1.98, -2.46], [-2.81, -0.88, -1.53], [-3.60, -0.95, -0.33], [-3.03, -1.94, 0.75], [-1.74, -2.49, 0.43], [-2.66, -4.04, -0.57], [-1.44, -4.60, 0.55], [0.36, -3.95, -0.86], [-0.81, -4.82, -1.88], [0.27, -2.58, -2.60], [-1.36, -1.74, -3.81], [-1.95, -3.40, -3.68], [-3.68, -1.71, -3.28], [-3.49, -2.79, -1.92], [-2.86, 0.02, -1.99], [-3.63, 0.05, 0.10], [-4.65, -1.23, -0.54], [-2.94, -1.39, 1.69], [-3.77, -2.74, 0.92], [-1.02, -2.33, 1.12], [2.69, 0.49, 1.53], [3.46, -0.76, 1.55], [2.73, -1.82, 0.72], [1.52, -1.99, 0.99], [3.37, -2.40, -0.20], [3.01, 1.11, 2.27], [1.73, 0.26, 1.80], [3.59, -1.17, 2.56], [4.45, -0.60, 1.11], [3.11, 4.17, -5.51], [1.97, 3.56, -5.14], [1.81, 3.05, -3.87], [2.82, 3.18, -2.98], [0.64, 2.42, -3.51], [0.58, 1.92, -2.26], [-0.45, 2.25, -4.38], [-1.93, 1.45, -3.93], [-0.24, 2.78, -5.66], [-1.20, 2.68, -6.60], [0.93, 3.41, -6.04], [1.07, 3.89, -7.29], [-2.48, 2.50, -0.66], [-2.22, 2.26, -1.57], [-2.02, 1.86, -0.10], [5.16, -2.60, -2.63], [3.83, -2.48, -3.20], [3.09, -3.72, -3.32], [3.11, -1.33, -3.07], [3.83, -0.11, -2.55], [1.91, -1.28, -3.37], [5.63, -3.48, -3.06], [5.10, -2.70, -1.54], [5.77, -1.74, -2.89], [3.69, -4.44, -3.89], [2.16, -3.54, -3.85], [2.87, -4.12, -2.33], [4.67, 0.16, -3.18], [4.19, -0.32, -1.54], [3.13, 0.72, -2.52], [-2.38, 4.54, 7.74], [-2.02, 3.56, 6.65], [-0.70, 3.22, 6.39], [-0.35, 2.33, 5.38], [1.11, 2.03, 5.17], [-1.34, 1.74, 4.59], [-0.84, 0.36, 3.04], [-2.69, 2.07, 4.84], [-3.81, 1.49, 4.04], [-3.00, 2.97, 5.87], [-1.49, 4.94, 8.22], [-2.99, 4.07, 8.52], [-2.96, 5.38, 7.35], [0.09, 3.67, 6.99], [1.72, 2.62, 5.86], [1.40, 2.26, 4.14], [1.32, 0.97, 5.30], [-3.65, 1.66, 2.97], [-4.77, 1.92, 4.34], [-3.85, 0.40, 4.16], [-4.04, 3.22, 6.03]]}

# 9
{"formula": "C2H3OP", "method": "ωB97M-V/def2-TZVPD", "smiles": "C=CP=O", "energy_ev": -13457.243, "e_above_lowest_ev": 0.516, "gap_ha": 0.3232, "species": ["C", "C", "P", "O", "H", "H", "H"], "coordinates": [[0.64, 0.12, -0.73], [-0.34, 0.52, 0.09], [-1.34, -0.45, 1.26], [-0.39, -1.28, 1.93], [1.09, -0.94, -0.68], [1.12, 0.65, -1.50], [-0.78, 1.39, -0.37]]}

# 10
{"formula": "C49H36N6O7P2V", "method": "ωB97M-V/def2-TZVPD", "energy_ev": -118949.363, "e_above_lowest_ev": 0.000, "multiplicity": 4, "total_charge": -2, "gap_ha": [0.1512, 0.2018], "species": ["V", "C", "C", "C", "C", "C", "C", "C", "C", "C", "C", "C", "N", "C", "C", "C", "C", "C", "C", "C", "C", "C", "C", "C", "C", "C", "N", "C", "C", "C", "C", "C", "C", "C", "C", "C", "C", "C", "C", "N", "C", "C", "N", "C", "C", "C", "C", "C", "C", "H", "H", "H", "H", "H", "H", "H", "H", "H", "H", "H", "H", "H", "H", "H", "H", "H", "H", "H", "H", "H", "H", "H", "H", "H", "H", "H", "H", "O", "P", "O", "O", "O", "P", "O", "O", "O", "H", "H", "N", "C", "C", "C", "N", "C", "C", "H", "H", "H", "H", "H", "H"], "coordinates": [[-0.07, 0.47, 0.15], [-1.26, -6.03, 4.63], [-1.78, -4.81, 5.03], [-1.59, -3.67, 4.25], [-0.87, -3.73, 3.05], [-0.33, -4.96, 2.68], [-0.53, -6.10, 3.45], [-0.68, -2.50, 2.24], [-1.08, -2.47, 0.93], [-1.61, -3.60, 0.19], [-2.01, -3.15, -1.01], [-1.81, -1.71, -1.00], [-1.18, -1.33, 0.16], [-2.47, -0.85, -1.85], [-2.61, 0.54, -1.59], [-3.44, 1.42, -2.31], [-3.22, 2.67, -1.79], [-2.22, 2.53, -0.80], [-1.50, 3.62, -0.24], [-1.87, 5.00, -0.67], [-1.73, 5.38, -2.01], [-2.04, 6.67, -2.41], [-2.49, 7.61, -1.49], [-2.62, 7.24, -0.16], [-2.31, 5.95, 0.24], [-0.41, 3.48, 0.58], [0.05, 2.30, 1.11], [1.10, 2.61, 1.94], [1.65, 1.76, 2.85], [2.73, 2.21, 3.76], [2.59, 3.32, 4.59], [3.61, 3.72, 5.44], [4.80, 3.01, 5.49], [4.95, 1.89, 4.67], [3.93, 1.50, 3.82], [1.12, 0.45, 3.07], [1.35, -0.30, 4.25], [0.61, -1.46, 4.13], [-0.04, -1.39, 2.87], [0.26, -0.21, 2.24], [1.40, 4.03, 1.80], [0.46, 4.56, 1.01], [-1.90, 1.21, -0.63], [-3.20, -1.44, -3.01], [-4.59, -1.42, -3.08], [-5.26, -2.00, -4.15], [-4.54, -2.60, -5.18], [-3.16, -2.63, -5.12], [-2.49, -2.05, -4.05], [-1.42, -6.92, 5.23], [-2.35, -4.73, 5.95], [-2.01, -2.72, 4.56], [0.28, -5.02, 1.79], [-0.10, -7.04, 3.14], [-1.69, -4.61, 0.55], [-2.46, -3.71, -1.81], [-4.09, 1.16, -3.13], [-3.69, 3.60, -2.08], [-1.35, 4.66, -2.72], [-1.92, 6.95, -3.45], [-2.73, 8.62, -1.80], [-2.97, 7.97, 0.58], [-2.42, 5.66, 1.28], [1.65, 3.86, 4.58], [3.47, 4.58, 6.08], [5.60, 3.31, 6.16], [5.88, 1.32, 4.70], [4.06, 0.64, 3.17], [1.96, 0.00, 5.09], [0.57, -2.28, 4.82], [2.23, 4.54, 2.27], [0.37, 5.59, 0.70], [-5.15, -0.96, -2.28], [-6.34, -1.98, -4.18], [-5.06, -3.06, -6.02], [-2.59, -3.09, -5.92], [-1.41, -2.04, -4.01], [3.73, -1.30, -1.07], [2.28, -0.61, -1.15], [1.98, 0.17, 0.12], [1.23, -1.53, -1.67], [2.61, 0.48, -2.31], [1.27, 1.28, -2.87], [0.56, 0.14, -3.74], [1.67, 2.41, -3.73], [0.46, 1.53, -1.61], [4.33, -0.75, -1.58], [0.54, -0.66, -3.17], [5.02, -5.42, 2.50], [4.07, -4.53, 1.97], [3.96, -3.23, 2.46], [3.02, -2.38, 1.89], [2.21, -2.74, 0.90], [2.34, -3.98, 0.43], [3.25, -4.90, 0.92], [5.28, -5.21, 3.45], [4.77, -6.39, 2.38], [4.58, -2.89, 3.28], [2.90, -1.36, 2.24], [1.66, -4.23, -0.38], [3.30, -5.90, 0.50]]}

# 11
{"formula": "C9H21ClIO2P2Pt", "method": "ωB97M-V/def2-TZVPD", "energy_ev": -56182.183, "e_above_lowest_ev": 0.989, "multiplicity": 5, "total_charge": 3, "gap_ha": [0.2517, 0.1987], "species": ["C", "C", "H", "H", "H", "O", "I", "Pt", "P", "C", "C", "H", "H", "H", "H", "H", "H", "C", "H", "H", "H", "P", "C", "C", "H", "H", "H", "C", "H", "H", "H", "H", "H", "H", "Cl", "O", "C"], "coordinates": [[-1.80, 0.10, 2.94], [-1.20, 1.01, 4.00], [-2.70, -0.43, 3.19], [-1.11, -0.73, 2.69], [-2.11, 0.68, 2.04], [-1.78, 1.14, 5.10], [0.42, 2.19, 4.26], [-0.14, -0.58, -1.03], [-0.87, 1.57, -1.80], [-0.72, 2.94, -0.60], [-0.32, 2.34, -3.34], [-1.03, 3.11, -3.65], [-3.14, 2.02, -2.47], [-0.23, 1.58, -4.12], [-2.79, 0.24, -2.37], [0.33, 3.23, -0.45], [0.66, 2.81, -3.19], [-2.66, 1.22, -1.88], [-1.29, 3.80, -0.98], [-3.02, 1.18, -0.88], [-1.14, 2.65, 0.39], [1.62, -1.97, -0.14], [2.31, -1.38, 1.46], [0.62, -3.40, 0.28], [2.78, -2.69, -2.11], [3.52, -3.35, -0.58], [3.81, -1.63, -1.07], [3.08, -2.48, -1.07], [-0.07, -3.64, -0.54], [1.29, -4.25, 0.49], [2.94, -2.20, 1.87], [1.54, -1.13, 2.18], [0.01, -3.15, 1.18], [2.94, -0.49, 1.31], [-0.23, -1.62, -3.09], [0.37, 0.99, 1.46], [0.10, 0.33, 0.52]]}

# 12
{"formula": "C11H13ClFe", "method": "ωB97M-V/def2-TZVPD", "energy_ev": -58525.566, "multiplicity": 6, "total_charge": -1, "gap_ha": [0.1955, 0.1474], "species": ["C", "C", "C", "H", "C", "C", "H", "H", "H", "H", "Fe", "Cl", "C", "C", "C", "H", "C", "C", "H", "H", "H", "H", "C", "H", "H", "H"], "coordinates": [[1.14, -0.37, -2.84], [-0.18, -0.08, -2.36], [-0.49, -1.01, -1.32], [-0.82, 0.73, -2.74], [0.65, -1.85, -1.11], [1.69, -1.44, -2.02], [2.68, -1.88, -2.17], [1.63, 0.10, -3.67], [-1.45, -1.08, -0.80], [0.72, -2.67, -0.40], [1.60, 0.36, -0.82], [0.91, 2.37, -0.87], [-1.43, 0.86, 2.25], [-1.68, -0.52, 2.50], [-2.64, -0.96, 1.51], [-1.24, -1.13, 3.29], [-3.13, 0.18, 0.82], [-2.35, 1.32, 1.25], [-2.45, 2.32, 0.86], [-0.60, 1.44, 2.67], [-3.03, -1.95, 1.35], [-3.85, 0.14, 0.01], [2.35, -0.20, 0.99], [3.42, -0.12, 0.82], [2.06, -1.21, 1.32], [2.05, 0.56, 1.73]]}